No. 1
{
  "formula": "C6H15ClI2OPSV",
  "method": "ωB97M-V/def2-TZVPD",
  "multiplicity": 3,
  "total_charge": 2,
  "energy_ha": -3051.3186,
  "elements": ["I", "I", "V", "P", "C", "C", "H", "H", "H", "C", "H", "H", "H", "H", "H", "H", "C", "O", "Cl", "C", "S", "C", "H", "H", "H", "H", "H", "H"],
  "xyz": [[1.9645, -1.8227, -2.7798], [-0.0016, -3.1973, -1.8809], [-0.0322, 1.0701, 0.8530], [-1.0837, 0.8202, -1.2313], [-1.0981, 0.0371, -2.8436], [-2.8904, 0.6730, -0.9039], [-1.0420, 3.2978, -1.0338], [-1.5987, 2.6679, -2.6287], [0.1351, 2.6101, -2.2013], [-0.8881, 2.5234, -1.8017], [-3.1975, 1.2374, -0.0192], [-3.4170, 1.0240, -1.7819], [-1.8247, 0.5932, -3.5054], [-1.3987, -1.0008, -2.7731], [-3.0745, -0.3824, -0.7496], [-0.0949, 0.0764, -3.3007], [2.1929, -2.7796, -0.1100], [2.8935, -3.6379, 0.1234], [-1.4463, 2.3013, 1.9794], [0.6928, -0.4763, 3.7519], [1.5773, 0.3739, 2.4226], [2.8316, -0.8389, 2.1027], [-0.3060, -0.0189, 3.9029], [1.2733, -0.3318, 4.6888], [0.5982, -1.5294, 3.5258], [3.5487, -0.7704, 2.9424], [2.3355, -1.8419, 2.0995], [3.3509, -0.6775, 1.1523]],
  "forces_ev_per_a": [[0.948, 0.763, -1.211], [-1.385, -0.989, -0.071], [-0.143, 0.753, 1.258], [-2.654, 0.434, -1.833], [0.647, -0.165, -1.283], [0.648, 0.105, 1.000], [-0.014, -0.228, -0.276], [0.173, 0.056, 0.322], [-0.300, 0.194, 0.006], [0.693, 0.781, 0.255], [-0.053, -0.133, -0.207], [-0.063, 0.069, -0.200], [0.712, -0.428, 0.919], [-0.100, -0.042, -0.028], [-0.318, -0.249, 0.052], [-0.536, 0.009, 0.081], [1.063, -0.682, 1.557], [-0.409, 0.404, -0.305], [0.902, -0.738, -0.625], [-0.448, 0.672, 1.040], [-0.317, 0.111, 0.552], [0.554, -1.314, 0.082], [0.620, -0.200, -0.160], [-0.283, -0.098, -0.652], [-0.014, -0.170, -0.140], [-0.320, -0.005, -0.433], [0.586, 0.950, 0.028], [-0.188, 0.140, 0.272]]
}

=====

No. 2
{
  "formula": "C6H12FN2O",
  "method": "ωB97M-V/def2-TZVPD",
  "de_lowest_kj_mol": 172.17,
  "total_charge": 1,
  "energy_ha": -520.0844,
  "elements": ["C", "C", "C", "C", "C", "C", "N", "N", "O", "F", "H", "H", "H", "H", "H", "H", "H", "H", "H", "H", "H", "H"],
  "xyz": [[-1.3568, -0.5893, 0.3055], [-0.2877, 0.9879, 1.8478], [-0.2974, 0.2606, 0.6795], [-1.3349, -1.0309, -0.9313], [0.6849, 2.0827, 2.1145], [0.7424, 0.3726, -0.4079], [-1.9964, -1.7190, -1.7903], [1.8594, -0.5388, -0.2678], [-0.0066, 0.0404, -1.6910], [0.5361, -2.3147, -1.4915], [-2.0517, -1.3173, 0.8176], [-1.1097, 0.9345, 2.5071], [1.6619, 1.7807, 1.6962], [0.6587, 2.4572, 3.1981], [0.4836, 2.9751, 1.5052], [0.9808, 1.4704, -0.4870], [-1.7512, -2.6329, -2.0392], [-2.6783, -1.1840, -2.3460], [1.1737, -1.5859, -1.1333], [2.7038, -0.4043, -0.8661], [2.0418, -0.7567, 0.7552], [-0.6562, 0.7117, -1.9753]],
  "forces_ev_per_a": [[-0.923, -3.038, -1.180], [0.570, 0.031, -2.754], [0.699, 1.600, 3.286], [-0.618, 0.143, 0.369], [0.626, 0.509, 0.633], [-0.378, 2.477, -0.578], [-1.377, 2.062, -0.612], [-0.084, 0.043, 0.358], [0.116, -0.155, 1.085], [1.472, 0.383, 0.292], [0.648, 1.669, 0.400], [-0.858, -0.501, 0.613], [0.033, 0.215, 1.032], [0.517, -0.878, -1.614], [-0.509, -0.105, 0.092], [0.290, -1.143, -0.282], [0.655, -1.350, -0.635], [0.262, -0.955, 0.234], [-0.956, -2.090, -0.096], [-0.909, 0.407, 1.031], [-0.128, 0.212, -2.012], [0.852, 0.465, 0.341]]
}